{"formula": "C57H64BrClFN7O19", "method": "ωB97M-V/def2-TZVPD", "lumo_ha": -0.0272, "orbital_gap_ev": 8.64, "smiles": "C=CC(=O)OCCCCCC[C@@H](OC[C@H](O[C@H](O)CCCBr)[C@@H](Cl)CC)C(=O)NC(=O)F.O=[N+]([O-])c1ccccc1.O=[N+]([O-])c1ccccc1.O=[N+]([O-])c1ccccc1.O=[N+]([O-])c1ccccc1.O=[N+]([O-])c1ccccc1.O=[N+]([O-])c1ccccc1", "total_charge": 0, "species": ["C", "C", "C", "O", "O", "C", "C", "C", "C", "C", "C", "C", "O", "C", "C", "O", "C", "O", "C", "C", "C", "Br", "C", "Cl", "C", "C", "C", "O", "N", "C", "O", "F", "H", "H", "H", "H", "H", "H", "H", "H", "H", "H", "H", "H", "H", "H", "H", "H", "H", "H", "H", "H", "H", "H", "H", "H", "H", "H", "H", "H", "H", "H", "H", "H", "H", "H", "O", "N", "O", "C", "C", "C", "C", "C", "C", "H", "H", "H", "H", "H", "O", "N", "O", "C", "C", "C", "C", "C", "C", "H", "H", "H", "H", "H", "O", "N", "O", "C", "C", "C", "C", "C", "C", "H", "H", "H", "H", "H", "O", "N", "O", "C", "C", "C", "C", "C", "C", "H", "H", "H", "H", "H", "O", "N", "O", "C", "C", "C", "C", "C", "C", "H", "H", "H", "H", "H", "O", "N", "O", "C", "C", "C", "C", "C", "C", "H", "H", "H", "H", "H"], "positions_angstrom": [[5.686314, -2.748039, 0.625966], [5.490760, -2.064407, -0.410626], [4.205563, -1.373655, -0.549947], [3.425214, -1.662252, -1.304139], [4.081392, -0.358056, 0.277506], [3.813638, 0.833548, -0.495716], [3.912503, 2.071418, 0.316427], [4.127716, 3.222303, -0.651881], [3.113296, 3.259457, -1.753962], [1.697403, 3.208889, -1.265686], [0.699951, 3.674768, -2.295696], [-0.307119, 2.594175, -2.671210], [-1.576799, 3.069758, -2.962305], [-2.312186, 3.418696, -1.811296], [-2.844428, 2.287389, -0.979800], [-1.924251, 1.782612, -0.030370], [-1.744532, 2.644291, 1.024876], [-0.475380, 2.323695, 1.555503], [-2.798099, 2.465400, 2.136360], [-3.392898, 1.083751, 2.139059], [-2.377174, 0.020274, 2.423119], [-3.200383, -1.563028, 3.166632], [-3.458516, 1.184211, -1.821772], [-3.034702, -0.427395, -1.139510], [-4.976051, 1.299022, -1.811220], [-5.703455, 0.011848, -2.097248], [0.198796, 1.940927, -3.964273], [0.209848, 2.506537, -4.907085], [0.652792, 0.550630, -3.904870], [-0.398057, -0.318230, -3.893753], [-0.427968, -1.202455, -3.276992], [-1.300703, -0.039609, -4.699170], [6.655826, -2.877993, 1.015624], [4.838570, -3.159988, 1.103074], [6.208306, -1.948807, -1.177090], [2.840121, 0.743467, -0.922712], [4.552900, 0.886042, -1.268621], [3.031152, 2.272290, 0.887883], [4.724410, 2.005157, 0.999637], [5.113604, 3.063762, -1.053535], [4.191068, 4.141566, -0.117403], [3.283389, 4.157530, -2.304815], [3.332536, 2.458429, -2.435320], [1.464480, 2.232686, -0.897916], [1.658452, 3.846482, -0.406924], [0.232894, 4.592963, -2.039714], [1.258899, 3.893843, -3.177019], [-0.277699, 1.829583, -1.909868], [-3.159353, 3.957573, -2.170109], [-1.733336, 4.119121, -1.238068], [-3.661721, 2.692467, -0.409842], [-1.707570, 3.678562, 0.726639], [-0.059291, 3.140352, 1.797460], [-3.561159, 3.181964, 1.919288], [-2.318128, 2.708886, 3.056775], [-3.916018, 0.915332, 1.228235], [-4.102896, 1.053609, 2.943945], [-1.931280, -0.265050, 1.506570], [-1.586455, 0.394053, 3.028480], [-3.086678, 1.176086, -2.817102], [-5.315524, 1.648578, -0.866154], [-5.213005, 1.980505, -2.602643], [-5.207673, -0.623831, -2.795821], [-5.837744, -0.542707, -1.201836], [-6.687655, 0.195444, -2.464216], [1.108661, 0.455690, -3.015469], [5.675861, -6.583707, 5.732899], [5.654407, -6.710211, 4.526160], [6.569207, -6.399631, 3.786980], [4.433084, -7.255669, 3.917349], [3.364944, -7.580152, 4.729279], [2.208151, -8.067353, 4.150273], [2.133014, -8.225307, 2.773189], [3.218268, -7.902379, 1.973030], [4.377802, -7.414861, 2.547635], [3.422820, -7.454785, 5.799314], [1.361460, -8.319911, 4.771767], [1.224443, -8.599201, 2.322123], [3.165766, -8.026381, 0.901547], [5.221426, -7.161013, 1.924074], [7.573877, 4.801829, -0.533244], [7.531898, 4.068256, -1.497700], [6.568988, 3.949095, -2.231306], [8.724199, 3.259354, -1.797317], [9.818989, 3.342162, -0.962810], [10.929767, 2.564151, -1.233523], [10.934374, 1.719195, -2.332897], [9.828386, 1.655505, -3.166920], [8.714023, 2.429489, -2.899076], [9.815209, 3.999497, -0.107524], [11.792115, 2.614294, -0.585019], [11.801884, 1.107994, -2.539694], [9.833825, 0.999181, -4.024997], [7.852316, 2.378154, -3.546179], [-8.925435, 1.743087, 1.450618], [-8.963076, 1.762035, 0.236015], [-8.062286, 2.158610, -0.475005], [-10.188550, 1.279606, -0.418492], [-11.244407, 0.857250, 0.362628], [-12.404640, 0.426669, -0.253642], [-12.494499, 0.420781, -1.637700], [-11.420591, 0.840856, -2.407408], [-10.258354, 1.273133, -1.795930], [-11.174428, 0.862611, 1.439072], [-13.241568, 0.098376, 0.345318], [-13.405051, 0.089540, -2.117552], [-11.490784, 0.835124, -3.485217], [-9.426030, 1.603130, -2.397694], [1.418631, -0.133516, 6.646196], [1.322401, -1.032491, 5.833551], [0.341991, -1.242102, 5.150312], [2.476999, -1.935304, 5.679641], [3.588669, -1.741506, 6.472985], [4.663991, -2.602330, 6.348071], [4.618941, -3.642067, 5.432913], [3.495202, -3.816524, 4.635525], [2.415645, -2.959096, 4.757863], [3.624461, -0.933093, 7.186285], [5.538061, -2.464760, 6.967868], [5.457716, -4.312561, 5.342584], [3.457652, -4.624529, 3.919419], [1.541511, -3.097431, 4.140079], [5.286215, -8.827136, -0.816954], [4.485745, -8.317034, -1.569532], [3.289973, -8.510173, -1.534148], [4.999942, -7.404444, -2.598430], [6.360045, -7.191980, -2.688422], [6.842893, -6.348437, -3.671715], [5.963800, -5.726671, -4.546644], [4.599160, -5.944356, -4.435124], [4.111258, -6.789359, -3.455434], [7.043008, -7.675499, -2.007605], [7.906190, -6.177273, -3.758534], [6.343745, -5.071269, -5.318239], [3.915100, -5.457344, -5.114433], [3.049790, -6.960454, -3.369940], [-9.686529, 4.878694, -1.996869], [-10.175302, 5.956430, -1.729015], [-10.618345, 6.741317, -2.541993], [-10.229028, 6.335054, -0.306331], [-9.697499, 5.476759, 0.634157], [-9.727204, 5.839509, 1.968044], [-10.289439, 7.049937, 2.344888], [-10.827457, 7.896812, 1.387056], [-10.797539, 7.539326, 0.051178], [-9.258844, 4.535550, 0.340818], [-9.308813, 5.178899, 2.713623], [-10.307311, 7.334752, 3.387807], [-11.267571, 8.838320, 1.682006], [-11.213288, 8.198852, -0.694334]], "forces_ev_per_a": [[0.9, -2.2, 3.1], [-0.6, 2.2, -2.6], [4.8, -0.2, 3.3], [-6.5, -2.1, -6.3], [0.4, 2.1, 1.2], [-0.3, -0.4, 1.0], [-0.3, 0.5, -0.3], [0.6, -0.9, 0.5], [0.5, 0.1, 0.1], [0.2, 0.6, 0.1], [0.2, -0.8, -0.3], [1.2, -0.6, 0.1], [-0.7, -0.2, -0.2], [0.2, 0.1, -0.7], [0.2, -0.1, 0.5], [0.4, -0.1, -0.9], [0.6, -0.3, 1.7], [0.2, -0.6, -0.3], [0.3, -0.1, -1.7], [0.0, 0.3, 1.3], [-0.3, 0.0, -0.6], [0.1, -0.1, 0.1], [-0.5, -1.1, 1.2], [0.4, -0.2, -0.1], [0.4, -0.7, -0.9], [-0.2, 0.1, -0.1], [-0.1, -4.8, 8.0], [0.1, 5.6, -9.8], [0.6, 2.4, 0.2], [3.5, 8.1, -4.3], [-0.6, -12.8, 8.8], [-4.1, 2.1, -4.2], [1.1, -1.3, 0.1], [-0.7, 0.2, 1.5], [1.0, 1.0, -0.5], [-0.6, -0.2, -0.5], [0.5, -0.1, -0.7], [-0.7, -0.2, 0.5], [0.8, -0.1, 0.6], [0.2, 0.1, -0.4], [-0.2, 0.9, 0.4], [0.0, 0.8, -0.6], [-0.1, -0.5, -0.6], [-0.3, -0.7, 0.3], [-0.2, 0.5, 0.8], [-0.7, 0.7, 0.4], [0.3, 0.4, -0.9], [-0.6, -0.2, 0.6], [-0.7, 0.5, -0.4], [0.3, 0.3, 0.6], [-0.5, 0.5, 0.3], [-0.2, 0.6, -0.4], [0.5, 0.5, 0.3], [-0.8, 0.6, 0.2], [0.2, 0.2, 0.8], [-0.4, -0.4, -0.7], [-0.7, 0.1, 0.3], [0.5, -0.6, -0.8], [0.4, -0.1, 1.0], [0.4, 0.0, -0.8], [-0.3, 0.6, 0.7], [-0.4, 0.9, -0.2], [0.4, -0.4, -0.6], [0.0, -0.6, 0.8], [-0.8, 0.3, -0.4], [0.5, -0.6, 0.4], [0.0, -0.1, 0.2], [0.1, -0.1, -0.2], [-0.1, 0.0, 0.0], [0.0, -0.1, -0.1], [-0.1, 0.0, 0.4], [-0.1, 0.0, -0.2], [-0.1, 0.0, 0.0], [-0.1, 0.0, 0.0], [0.2, 0.1, -0.3], [0.1, 0.1, 0.0], [0.0, 0.0, 0.0], [0.0, 0.0, 0.0], [0.0, -0.1, 0.0], [0.1, 0.0, 0.1], [0.0, 0.0, 0.1], [0.0, 0.0, -0.1], [0.3, 0.1, -0.2], [0.0, -0.1, 0.0], [0.2, 0.1, 0.3], [0.0, -0.1, -0.1], [0.0, 0.0, 0.0], [0.1, 0.0, 0.1], [-0.2, -0.2, -0.3], [-0.1, 0.1, 0.0], [0.0, 0.0, 0.0], [0.0, 0.0, 0.0], [0.0, 0.0, 0.0], [-0.1, 0.1, 0.1], [0.0, 0.1, 0.0], [0.0, -0.1, 0.0], [0.1, 0.0, 0.0], [-0.1, 0.0, 0.0], [-0.2, -0.1, 0.4], [-0.1, 0.0, -0.1], [-0.1, 0.0, 0.0], [-0.1, -0.1, 0.0], [0.2, 0.1, -0.4], [0.1, 0.1, 0.0], [0.0, 0.0, 0.0], [0.0, 0.0, 0.0], [0.0, 0.0, 0.0], [0.1, 0.1, 0.1], [0.0, 0.0, 0.0], [0.0, 0.0, 0.0], [0.0, 0.0, 0.0], [0.0, 0.0, 0.0], [0.2, 0.2, 0.3], [0.0, -0.1, -0.1], [-0.1, 0.1, -0.1], [0.1, 0.0, 0.1], [-0.2, -0.2, -0.3], [-0.1, 0.1, 0.0], [0.0, 0.0, 0.0], [0.1, 0.0, 0.0], [0.0, 0.0, -0.1], [-0.1, 0.1, 0.0], [0.2, -0.1, 0.2], [0.1, 0.1, -0.2], [-0.3, 0.0, 0.0], [0.0, 0.1, -0.1], [0.4, -0.1, 0.1], [-0.1, 0.1, -0.1], [0.0, 0.0, 0.0], [0.1, 0.0, -0.1], [-0.4, 0.1, -0.1], [-0.1, -0.1, 0.1], [0.0, 0.0, 0.0], [0.0, 0.0, 0.0], [0.0, 0.0, 0.0], [0.0, -0.1, 0.1], [0.0, -0.1, -0.1], [0.0, 0.0, 0.1], [0.0, 0.0, 0.0], [0.0, 0.0, 0.1], [0.2, -0.3, 0.1], [0.0, 0.1, 0.1], [0.0, 0.0, 0.0], [0.0, -0.1, 0.1], [-0.2, 0.3, -0.1], [0.0, 0.0, -0.1], [0.0, -0.1, 0.0], [0.0, 0.0, 0.0], [0.0, 0.0, 0.0], [0.0, -0.1, -0.1]]}